(1)
Formula: C34H55BrN3OP2V
Source: the OMol25 dataset
Level of theory: ωB97M-V with the def2-TZVPD basis set

Geometry as ORCA input:
```
! RIJCOSX wB97M-V def2-TZVPD def2/J DEFGRID3
* xyz 1 4
C 0.332 3.006 -0.024
C 1.606 1.496 -1.345
C 1.185 4.060 -0.369
C 2.499 2.523 -1.698
C 2.274 3.816 -1.224
H 1.006 5.056 0.044
H 3.351 2.296 -2.345
H 2.949 4.632 -1.501
N 0.529 1.758 -0.542
P -1.049 1.540 1.911
P 0.143 -0.774 -2.071
C -0.795 3.159 0.969
H -0.631 4.043 1.610
H -1.751 3.301 0.430
C 1.820 0.050 -1.675
H 2.593 -0.068 -2.448
C 0.524 -2.650 -2.309
C -0.397 -0.024 -3.752
C 0.304 1.528 3.266
C -2.760 1.758 2.741
C 0.087 -3.408 -1.035
H -0.995 -3.604 -1.047
H 0.612 -4.383 -1.019
H 0.318 -2.863 -0.110
C -0.307 -3.240 -3.467
H -1.389 -3.148 -3.277
H -0.074 -2.789 -4.444
H -0.073 -4.319 -3.536
C 2.023 -2.889 -2.570
H 2.148 -3.851 -3.101
H 2.478 -2.100 -3.189
H 2.584 -2.957 -1.627
C -1.763 -0.615 -4.171
H -2.289 -1.050 -3.308
H -2.389 0.207 -4.566
H -1.680 -1.377 -4.957
C -0.599 1.498 -3.571
H -1.053 1.742 -2.599
H 0.342 2.058 -3.675
H -1.286 1.847 -4.364
C 0.653 -0.233 -4.861
H 1.580 -0.698 -4.489
H 0.231 -0.907 -5.631
H 0.914 0.717 -5.360
C -3.073 0.481 3.550
H -4.038 0.618 4.072
H -3.169 -0.394 2.886
H -2.310 0.263 4.313
C -3.836 1.889 1.645
H -3.586 2.658 0.897
H -3.994 0.935 1.119
H -4.786 2.185 2.128
C -2.840 3.017 3.630
H -2.225 3.837 3.221
H -3.887 3.372 3.647
H -2.532 2.836 4.669
C 1.591 2.052 2.600
H 1.560 3.143 2.437
H 2.447 1.837 3.265
H 1.773 1.546 1.641
C 0.527 0.048 3.653
H 1.485 -0.308 3.236
H 0.568 -0.029 4.757
H -0.288 -0.604 3.300
C 0.034 2.390 4.512
H -0.233 3.428 4.248
H -0.754 1.976 5.160
H 0.963 2.432 5.112
V -0.754 0.072 0.015
C -2.317 0.817 -0.824
O -3.297 1.148 -1.397
N 1.221 -0.678 0.582
C 2.168 -0.585 -0.261
C 3.646 -0.949 0.077
C 4.612 -0.810 -1.115
C 4.123 0.001 1.199
C 3.686 -2.395 0.621
H 4.332 -1.458 -1.963
H 4.663 0.232 -1.478
H 5.631 -1.100 -0.801
H 3.509 -0.146 2.101
H 5.180 -0.203 1.449
H 4.038 1.058 0.888
H 4.496 -2.965 0.131
H 3.867 -2.375 1.708
H 2.737 -2.926 0.438
Br -3.187 -4.042 3.674
C -3.057 -3.214 1.960
C -3.967 -3.555 0.964
C -3.881 -2.933 -0.267
C -2.913 -1.957 -0.468
N -2.025 -1.580 0.509
C -2.079 -2.237 1.707
H -4.740 -4.293 1.140
H -4.574 -3.183 -1.063
H -2.904 -1.489 -1.418
H -1.418 -2.007 2.496
*
```

As for the HOMO energy (spin up / spin down): -9.77 / -10.03 eV. The calculation puts the energy above the lowest of the compared OMol25 structures with the same formula, charge and spin at 0.0 kcal/mol. The energy is -5768.61649 hartree. The HOMO-LUMO gap (spin up / spin down) is 7.16 / 6.85 eV.


(2)
Formula: C34H55ClFNO23P
Source: the OMol25 dataset
Level of theory: ωB97M-V with the def2-TZVPD basis set

Geometry as ORCA input:
```
! RIJCOSX wB97M-V def2-TZVPD def2/J DEFGRID3
* xyz -1 1
C 0.360 -3.705 -1.334
C -1.008 -3.835 -1.983
O -1.177 -3.019 -3.136
N -0.830 -1.675 -2.882
C -1.903 -0.858 -2.369
C -1.553 -0.016 -1.150
C -2.850 0.271 -0.380
F -0.979 1.191 -1.472
C 0.155 -1.113 -3.798
C 1.371 -0.623 -2.955
C 2.678 -1.427 -2.982
C 3.478 -0.910 -1.766
C 4.981 -1.140 -1.790
C 5.556 -1.093 -0.361
C 5.860 0.305 0.175
C 4.646 1.242 0.358
C 3.418 0.646 1.006
O 3.267 1.012 2.379
C 1.992 0.574 2.773
C -0.325 0.082 -4.685
O -0.764 -0.210 -5.843
O -0.238 1.232 -4.221
P 0.694 -2.512 -4.962
O -0.595 -2.958 -5.850
Cl 1.929 -1.611 -6.390
H 0.503 -2.762 -0.826
H 0.447 -4.480 -0.574
H 1.131 -3.913 -2.070
H -1.139 -4.871 -2.264
H -1.737 -3.563 -1.224
H -2.440 -0.266 -3.114
H -2.646 -1.548 -1.981
H -0.893 -0.575 -0.489
H -3.021 -0.494 0.364
H -3.676 0.195 -1.084
H -2.858 1.274 0.029
H 1.043 -0.657 -1.922
H 1.625 0.401 -3.197
H 3.285 -1.231 -3.856
H 2.556 -2.486 -2.806
H 3.098 -1.503 -0.934
H 3.205 0.117 -1.552
H 5.193 -2.141 -2.156
H 5.497 -0.445 -2.449
H 6.506 -1.627 -0.398
H 4.937 -1.669 0.317
H 6.500 0.786 -0.564
H 6.456 0.274 1.081
H 4.971 2.048 1.014
H 4.416 1.715 -0.586
H 3.356 -0.435 0.926
H 2.548 1.040 0.476
H 1.206 1.071 2.198
H 1.879 -0.493 2.577
H 1.808 0.760 3.825
H -1.134 -3.575 -5.347
C -3.661 -3.603 3.664
C -2.390 -4.393 3.443
O -2.349 -4.509 2.016
C -3.071 -3.492 1.491
O -3.086 -3.203 0.340
O -3.762 -2.839 2.458
H -3.609 -2.950 4.531
H -4.543 -4.242 3.750
H -1.502 -3.857 3.781
H -2.412 -5.374 3.910
C 3.758 -5.788 -9.478
C 2.448 -5.206 -8.995
O 2.609 -5.216 -7.578
C 3.936 -5.206 -7.303
O 4.409 -5.046 -6.231
O 4.663 -5.411 -8.441
H 4.078 -5.382 -10.435
H 3.732 -6.879 -9.544
H 2.297 -4.176 -9.323
H 1.586 -5.800 -9.288
C -3.037 2.662 -4.844
C -3.451 3.414 -6.084
O -4.864 3.164 -6.143
C -5.287 2.873 -4.889
O -6.434 2.784 -4.575
O -4.248 2.701 -4.053
H -2.211 3.126 -4.315
H -2.775 1.624 -5.051
H -3.291 4.491 -5.997
H -2.953 3.051 -6.979
C 0.078 1.623 6.552
C -1.369 1.889 6.890
O -2.053 0.947 6.043
C -1.199 -0.056 5.758
O -1.509 -1.070 5.216
O 0.057 0.239 6.165
H 0.749 1.779 7.394
H 0.426 2.219 5.706
H -1.608 1.664 7.926
H -1.669 2.893 6.664
C 0.416 6.203 9.556
C -0.292 6.941 8.440
O -1.018 5.892 7.795
C -1.201 4.898 8.688
O -1.907 3.958 8.504
O -0.473 5.108 9.810
H 0.550 6.806 10.449
H 1.384 5.805 9.246
H -1.001 7.683 8.812
H 0.391 7.421 7.745
C -3.920 3.353 4.343
C -3.962 3.780 2.891
O -3.025 4.864 2.864
C -2.166 4.701 3.894
O -1.173 5.330 4.057
O -2.591 3.717 4.728
H -4.081 2.286 4.478
H -4.630 3.902 4.965
H -3.616 2.999 2.213
H -4.947 4.113 2.573
*
```

As for the HOMO energy: -4.30 eV. The energy is -4015.29543 hartree. The HOMO-LUMO gap is 5.72 eV.


> Look up the energy of the first one.

-5768.61649 hartree